15
Properties=species:S:1:pos:R:3:forces:R:3:lowdin_charge:R:1 method="wB97M-V/def2-TZVPD" largest_force_ha_per_bohr=0.0511 total_charge=-1 homo_ev=-5.66 energy_ha=-1077.6144 smiles="O=C([O-])C(=O)OB(C(F)(F)F)C(F)(F)F"
O 3.2913 1.3789 0.1423 0.623 -0.089 -0.346 0.034
C -0.8698 -1.3264 -1.3359 -0.907 -0.787 1.119 -0.450
F -0.7495 1.4991 1.4382 1.355 1.531 -0.094 0.138
F -0.5365 -0.8501 -2.5350 0.070 0.269 0.117 0.140
O 2.1122 -0.2125 2.2804 -0.244 -0.415 -0.327 0.150
O 0.6320 -0.8758 0.7039 -1.240 -0.404 0.215 0.186
O 1.1798 1.3360 -0.6797 -0.252 -1.086 -0.151 0.013
F -2.2385 -1.5331 -1.3503 0.179 0.719 -0.065 0.067
C -1.4035 0.8003 0.5075 0.030 -0.597 1.938 -0.547
F -1.9751 1.5875 -0.3777 0.268 0.564 -0.910 0.171
C 2.1621 0.9612 0.0087 -1.352 0.066 1.546 -0.588
C 1.6796 -0.1249 1.1777 0.938 1.487 -0.694 -0.326
F -2.4260 0.3731 1.2923 -1.341 -1.507 -0.247 0.099
F -0.4204 -2.6192 -1.2947 0.608 0.597 0.176 0.088
B -0.4378 -0.3941 0.0224 1.263 -0.348 -2.278 -0.174